Below is a molecular structure, C32H55BN7Pb, with properties calculated with the ωB97M-V functional and the def2-TZVPD basis.

Last column: Mulliken charge in e.
Atoms and positions in Å:
Pb: 0.056 0.084 1.223  1.48
C: -1.023 -4.599 1.177  -1.42
C: -1.803 -3.279 1.113  0.73
C: -1.565 -2.470 2.383  -1.70
C: -1.490 -2.576 -0.182  -0.62
C: -1.897 -3.026 -1.428  -1.10
C: -1.395 -2.136 -2.363  0.42
C: -1.645 -2.403 -3.839  0.14
C: -0.850 -3.648 -4.270  -1.39
C: -1.451 -1.279 -4.849  -1.08
N: -0.714 -1.177 -1.687  0.65
N: -0.778 -1.456 -0.341  -0.49
B: 0.062 0.107 -2.172  1.24
N: -0.688 1.403 -1.657  0.57
N: -0.851 1.595 -0.302  -0.37
C: -1.514 2.737 -0.110  -0.56
C: -1.790 3.301 -1.345  -1.22
C: -1.269 2.449 -2.305  0.65
C: -1.526 2.783 -3.761  0.32
C: -0.525 2.343 -4.816  -1.33
C: -2.954 2.345 -4.127  -1.44
C: -1.933 3.339 1.206  0.76
C: -3.462 3.298 1.321  -1.41
C: -1.298 2.727 2.450  -1.70
N: 1.545 0.057 -1.642  1.02
N: 1.819 0.165 -0.299  -0.46
C: 3.141 0.105 -0.131  -0.73
C: 3.740 -0.054 -1.376  -0.92
C: 2.719 -0.097 -2.305  0.39
C: 2.994 -0.395 -3.757  0.14
C: 2.431 -1.765 -4.139  -1.21
C: 2.551 0.676 -4.751  -1.46
C: 3.895 0.177 1.171  0.80
C: 4.711 1.475 1.218  -1.41
C: 3.053 0.040 2.433  -1.66
H: -1.279 -5.144 2.088  0.43
H: -1.254 -5.237 0.324  0.40
H: 0.053 -4.407 1.182  0.29
H: -2.866 -3.525 1.068  0.42
H: -0.497 -2.313 2.564  0.20
H: -2.076 -1.503 2.355  0.28
H: -1.954 -3.017 3.243  0.56
H: -2.504 -3.895 -1.637  0.65
H: -2.702 -2.674 -3.873  0.69
H: 0.222 -3.463 -4.212  0.23
H: -1.080 -4.505 -3.638  0.44
H: -1.099 -3.905 -5.302  0.43
H: -0.398 -1.087 -5.049  0.21
H: -1.919 -1.570 -5.791  0.50
H: -1.922 -0.360 -4.511  -0.30
H: 0.087 0.124 -3.353  -0.89
H: -2.301 4.233 -1.532  0.57
H: -1.517 3.873 -3.774  0.58
H: -0.592 1.280 -5.026  -0.06
H: -0.735 2.879 -5.744  0.52
H: 0.491 2.587 -4.511  0.27
H: -3.057 1.261 -4.073  0.25
H: -3.685 2.785 -3.448  0.41
H: -3.192 2.665 -5.143  0.42
H: -1.633 4.388 1.159  0.42
H: -3.818 2.264 1.325  0.29
H: -3.783 3.775 2.250  0.42
H: -3.936 3.820 0.491  0.41
H: -1.682 1.720 2.641  0.19
H: -0.207 2.693 2.377  0.28
H: -1.546 3.331 3.322  0.57
H: 4.795 -0.146 -1.581  0.54
H: 4.081 -0.455 -3.812  0.59
H: 1.348 -1.758 -4.032  -0.23
H: 2.680 -2.002 -5.176  0.46
H: 2.836 -2.551 -3.498  0.45
H: 1.490 0.592 -4.959  0.05
H: 2.758 1.679 -4.371  0.38
H: 3.093 0.552 -5.690  0.53
H: 4.600 -0.656 1.149  0.38
H: 4.049 2.345 1.206  0.30
H: 5.310 1.511 2.130  0.42
H: 5.389 1.547 0.367  0.41
H: 2.396 0.904 2.574  0.19
H: 2.455 -0.876 2.429  0.25
H: 3.708 -0.007 3.304  0.58
C: 1.469 -0.324 7.396  -1.61
C: 0.076 0.094 6.904  2.18
C: -0.263 1.511 7.388  -1.61
C: -0.987 -0.906 7.385  -1.61
C: 0.078 0.091 5.429  -0.53
N: 0.077 0.088 4.277  -0.37
H: 1.474 -0.334 8.487  0.41
H: 2.231 0.377 7.054  0.39
H: 1.727 -1.322 7.040  0.38
H: -0.256 1.527 8.478  0.41
H: -1.254 1.814 7.045  0.39
H: 0.468 2.234 7.026  0.38
H: -1.004 -0.912 8.476  0.41
H: -0.759 -1.915 7.038  0.39
H: -1.977 -0.628 7.025  0.38

The total charge is +1. As for the multiplicity: 1. The HOMO-LUMO gap comes out at 9.62 eV. Its HOMO energy is -0.416 hartree. As for the energy above the lowest of the compared OMol25 structures with the same formula, charge and spin: 0.0 kJ/mol.

=====

Below is a molecular structure, C12H23N2O2P2ReS in a non-equilibrium geometry, with properties calculated with the ωB97M-V functional and the def2-TZVPD basis.

Last column: Mulliken spin population.
Atoms and positions in Å:
Re: 0.102 0.147 0.336  1.89
P: -1.531 -1.441 0.029  -0.04
C: -1.144 -2.036 -1.662  0.57
C: -0.242 -1.296 -2.438  -0.08
N: 0.370 -0.202 -1.832  0.05
C: 1.029 0.708 -2.572  0.09
C: 1.096 0.581 -3.955  0.10
C: 0.618 -0.573 -4.581  0.01
C: 0.039 -1.565 -3.807  0.18
C: 1.631 1.895 -1.848  0.03
P: 1.911 1.474 -0.071  -0.04
H: -0.324 -2.494 -4.252  0.00
H: 1.565 1.384 -4.514  0.00
H: 0.692 -0.677 -5.654  0.00
H: 2.572 2.223 -2.308  0.00
H: 0.951 2.758 -1.891  0.01
H: 1.239 -3.531 -0.667  0.00
H: -1.284 -3.060 -1.947  -0.01
H: 3.033 -2.175 0.915  0.00
O: 2.042 -3.910 -1.051  0.00
H: 2.229 -4.735 -0.591  0.00
H: 1.030 -0.636 1.874  0.04
O: 3.032 -1.611 1.678  0.00
H: 2.873 -2.209 2.412  0.00
C: 3.653 0.917 -0.131  0.01
H: 4.309 1.670 -0.597  0.00
H: 3.968 0.699 0.894  0.00
H: 3.698 -0.021 -0.700  0.00
C: 2.020 3.082 0.804  0.02
H: 2.217 2.863 1.866  0.00
H: 2.828 3.712 0.395  0.00
H: 1.053 3.602 0.725  0.00
C: -3.182 -0.867 -0.513  0.07
H: -3.733 -1.776 -0.770  0.00
H: -3.718 -0.247 0.209  0.01
H: -3.008 -0.298 -1.433  0.00
C: -1.814 -2.790 1.219  0.02
H: -2.125 -2.383 2.193  0.00
H: -2.595 -3.461 0.850  0.00
H: -0.890 -3.358 1.384  0.00
S: 0.192 0.113 2.581  -0.13
C: -1.192 1.700 0.334  -0.20
N: -1.918 2.631 0.388  0.41

The total charge is +3. As for the multiplicity: 4. The HOMO-LUMO gap (spin up / spin down) comes out at 4.25 / 6.08 eV. Its HOMO energy (spin up / spin down) is -0.677 / -0.743 hartree. As for the energy above the lowest of the compared OMol25 structures with the same formula, charge and spin: 0.0 kJ/mol.

=====

Below is 10 unconnected molecules or ions with the total composition C2H24O10 in a non-equilibrium geometry, with properties calculated with the ωB97M-V functional and the def2-TZVPD basis.

Last column: Mulliken spin population.
Atoms and positions in Å:
C: 1.229 2.620 0.156  0.00
C: 1.510 3.911 -0.488  0.00
O: 0.307 4.642 -0.840  0.00
H: 0.962 2.766 1.203  0.00
H: 2.072 1.952 0.332  0.00
H: 0.326 2.131 -0.210  0.00
H: 2.139 3.849 -1.376  0.00
H: 1.965 4.601 0.223  0.00
H: -0.095 4.268 -1.627  0.00
O: -2.455 1.913 0.751  0.00
H: -2.943 1.464 1.441  0.00
H: -1.589 2.063 1.129  0.00
O: -0.185 -0.712 0.451  0.01
H: 0.616 -1.220 0.578  0.00
H: -0.219 -0.124 1.206  0.00
O: -1.303 -3.219 -1.674  0.18
H: -0.645 -3.731 -2.144  -0.01
H: -1.027 -3.256 -0.758  0.00
O: -3.159 -0.960 0.200  0.18
H: -2.299 -0.570 0.359  0.00
H: -3.649 -0.798 1.006  -0.01
O: -0.322 0.746 2.762  0.00
H: 0.238 0.410 3.462  0.00
H: -1.182 0.846 3.169  0.00
O: 1.063 -1.398 -2.229  0.03
H: 1.161 -2.278 -2.595  0.00
H: 1.551 -1.425 -1.406  0.00
O: -1.275 0.001 -2.476  0.65
H: -0.435 -0.337 -2.165  -0.03
H: -1.275 0.922 -2.215  -0.01
O: 2.233 -1.905 0.322  0.00
H: 2.467 -1.559 1.183  0.00
H: 2.659 -2.762 0.284  0.00
O: 0.174 -4.244 0.485  0.00
H: 0.412 -3.969 1.370  0.00
H: 0.973 -4.636 0.132  0.00

The total charge is +1. As for the multiplicity: 2. The HOMO-LUMO gap (spin up / spin down) comes out at 9.49 / 3.10 eV. Its HOMO energy (spin up / spin down) is -0.474 / -0.474 hartree. As for the energy above the lowest of the compared OMol25 structures with the same formula, charge and spin: 0.0 kJ/mol.

=====

Below is 9 unconnected molecules or ions with the total composition C54H45F9 in a non-equilibrium geometry, with properties calculated with the ωB97M-V functional and the def2-TZVPD basis.

Last column: Mulliken charge in e.
Atoms and positions in Å:
F: 2.671 2.092 4.146  -0.25
C: 1.501 2.729 3.890  0.28
C: 0.722 2.262 2.819  0.41
C: -0.458 2.930 2.496  0.26
C: -0.842 4.056 3.228  -0.92
C: -0.001 4.469 4.243  -0.23
C: 1.181 3.869 4.610  -0.96
H: 1.135 1.343 2.346  0.37
H: -1.009 2.654 1.572  -0.09
H: -1.761 4.581 3.072  0.46
H: -0.387 5.288 4.840  0.34
H: 1.788 4.254 5.449  0.42
F: 0.251 6.198 -0.946  -0.39
C: 1.271 5.380 -0.968  0.54
C: 1.905 4.971 0.195  -0.40
C: 2.937 4.047 0.139  -0.31
C: 3.429 3.720 -1.117  -0.57
C: 2.798 4.101 -2.262  -0.34
C: 1.787 5.031 -2.238  -0.50
H: 1.468 5.265 1.119  0.44
H: 3.404 3.691 1.024  0.42
H: 4.208 3.012 -1.213  0.42
H: 3.314 3.679 -3.202  0.24
H: 1.281 5.233 -3.180  0.41
F: 2.312 -0.299 2.094  -0.11
C: 3.265 -0.723 2.977  0.14
C: 2.914 -1.558 4.046  -0.60
C: 3.906 -1.722 5.014  -0.59
C: 5.161 -1.155 4.849  -0.60
C: 5.391 -0.318 3.778  -0.43
C: 4.458 -0.076 2.792  -0.03
H: 1.940 -1.969 4.139  0.77
H: 3.734 -2.247 5.938  0.41
H: 5.907 -1.258 5.629  0.38
H: 6.362 0.292 3.757  0.24
H: 4.610 0.750 2.079  0.35
F: -2.224 3.618 -6.061  -0.36
C: -1.943 2.567 -5.266  0.59
C: -2.983 2.145 -4.444  -0.67
C: -2.681 1.029 -3.655  -0.21
C: -1.482 0.315 -3.822  -0.85
C: -0.554 0.739 -4.759  -0.34
C: -0.730 1.914 -5.471  -0.77
H: -3.992 2.534 -4.453  0.46
H: -3.350 0.698 -2.895  0.46
H: -1.240 -0.484 -3.214  0.80
H: 0.315 0.123 -4.951  0.39
H: -0.064 2.322 -6.216  0.50
F: -3.447 -0.699 3.679  -0.39
C: -3.144 -1.812 2.932  0.57
C: -3.972 -2.070 1.863  -0.59
C: -3.666 -3.236 1.087  -0.38
C: -2.548 -4.035 1.387  -0.80
C: -1.822 -3.752 2.498  -0.32
C: -2.078 -2.620 3.249  -0.41
H: -4.799 -1.430 1.616  0.54
H: -4.287 -3.585 0.237  0.34
H: -2.340 -4.874 0.738  0.70
H: -1.042 -4.422 2.816  0.44
H: -1.432 -2.348 4.144  0.33
F: 2.681 -7.164 -1.290  -0.39
C: 3.143 -6.123 -0.544  0.40
C: 3.050 -6.211 0.830  -0.54
C: 3.288 -5.050 1.563  -0.28
C: 3.822 -3.917 0.969  -0.34
C: 3.984 -3.883 -0.425  -0.45
C: 3.561 -4.984 -1.242  -0.44
H: 2.602 -7.065 1.310  0.42
H: 3.134 -5.044 2.660  0.36
H: 4.096 -2.998 1.494  0.44
H: 4.292 -2.989 -0.951  0.35
H: 3.658 -4.848 -2.321  0.42
F: -1.745 4.334 0.057  -0.01
C: -2.867 4.886 -0.513  0.50
C: -2.830 5.503 -1.793  -0.65
C: -4.072 5.795 -2.321  -0.12
C: -5.273 5.787 -1.630  -0.77
C: -5.269 5.199 -0.404  -0.17
C: -4.062 4.747 0.127  -0.48
H: -1.849 5.620 -2.276  0.40
H: -4.063 6.054 -3.411  0.31
H: -6.246 6.013 -2.093  0.31
H: -6.167 4.999 0.216  0.33
H: -4.054 4.126 1.036  0.34
F: 1.095 -2.391 -0.185  -0.17
C: 0.445 -1.193 -0.317  0.06
C: 1.205 -0.157 -0.758  -0.71
C: 0.598 1.067 -0.917  -0.51
C: -0.824 1.197 -0.674  -0.94
C: -1.531 0.096 -0.171  -0.59
C: -0.893 -1.139 -0.062  0.34
H: 2.298 -0.332 -1.007  0.27
H: 1.110 1.939 -1.266  0.44
H: -1.391 2.081 -0.911  0.90
H: -2.598 0.190 0.027  0.54
H: -1.453 -2.046 0.161  0.44
F: -3.701 -4.434 -3.508  -0.31
C: -2.637 -5.145 -2.982  0.11
C: -2.329 -6.365 -3.492  -0.46
C: -1.138 -7.005 -3.159  -0.49
C: -0.262 -6.442 -2.190  -0.56
C: -0.685 -5.319 -1.539  -0.47
C: -1.853 -4.593 -1.982  -0.26
H: -3.019 -6.786 -4.251  0.36
H: -0.773 -7.924 -3.628  0.37
H: 0.681 -6.912 -2.075  0.63
H: -0.116 -4.788 -0.802  0.51
H: -2.087 -3.600 -1.549  0.58

As for the multiplicity: 1. The HOMO-LUMO gap comes out at 9.38 eV. Its HOMO energy is -0.324 hartree. As for the energy above the lowest of the compared OMol25 structures with the same formula, charge and spin: 226.9 kJ/mol.

=====

Below is CH5N3S in the gas phase in a non-equilibrium geometry, with properties calculated with the ωB97M-V functional and the def2-TZVPD basis.

Last column: Mulliken charge in e.
Atoms and positions in Å:
C: 1.020 -0.073 0.004  0.61
H: 0.019 1.731 0.329  0.18
H: 1.805 1.852 0.135  0.23
H: 2.893 -0.254 -0.342  0.21
H: -0.109 -1.779 0.092  0.30
H: -2.237 0.023 1.075  0.15
N: 0.883 1.304 0.001  -0.44
N: 2.058 -0.768 -0.042  -0.68
N: -0.218 -0.737 0.186  -0.33
S: -1.722 0.017 -0.145  -0.23

As for the multiplicity: 1. The HOMO-LUMO gap comes out at 9.73 eV. Its HOMO energy is -0.331 hartree. As for the energy above the lowest of the compared OMol25 structures with the same formula, charge and spin: 14.3 kJ/mol.